DFT (ωB97M-V/def2-TZVPD) results for C18H23FN4O3S as an isolated structure at a distorted geometry.

```
50
Properties=species:S:1:pos:R:3:forces:R:3:mulliken_charge:R:1
O -1.808297 -2.444306 -1.365704 0.5 -1.6 -1.8 -0.666
C -1.213821 -1.681139 -0.659826 -8.6 0.9 2.9 -0.630
N -1.933311 -0.980967 0.288934 -8.7 -7.6 -6.8 -0.219
H -1.597145 -0.448703 0.915201 2.8 4.7 5.8 0.339
C -3.484781 -1.503152 0.298967 2.0 12.9 9.3 -1.269
C -4.426389 -0.430224 -0.301629 -0.8 0.9 2.7 -0.760
H -3.995569 -0.332443 -1.163382 2.6 1.1 -5.6 0.492
H -5.379732 -0.758475 -0.631001 -1.2 -0.9 0.5 0.584
C -4.607900 1.037296 0.243730 7.0 -6.2 5.4 -1.314
N -3.259950 1.589373 0.647696 -2.3 2.5 -1.1 0.259
C -2.472272 2.380545 -0.188669 -7.4 -5.7 -3.7 -0.326
N -1.438787 2.699026 0.291639 8.7 1.8 5.2 -0.141
C -1.491338 2.139875 1.599238 5.1 5.5 4.3 -0.410
C -2.702760 1.804933 1.931140 -2.1 -2.7 -5.0 -0.550
H -3.225270 1.346712 2.649119 -1.2 -1.2 3.3 0.514
H -0.842664 2.547270 2.567113 -0.9 -1.1 -3.2 0.181
H -2.557723 2.094871 -1.208447 -0.7 1.0 -1.3 0.437
H -5.166468 1.624105 -0.232388 -4.0 4.8 -4.7 0.753
H -5.005503 0.986620 1.207446 -1.4 -0.5 1.6 0.353
H -3.809329 -1.252628 1.627248 1.1 -1.8 -3.7 0.209
H -3.725840 -2.337487 -0.029226 -1.1 -8.0 -2.7 0.887
C 0.000295 -1.235172 -0.470216 12.0 -1.6 -2.7 1.184
C 0.759731 -2.014370 0.578256 -1.7 -3.0 -2.2 -1.690
N 2.135199 -1.964171 0.718632 3.4 -1.3 -7.2 0.162
S 2.909193 -0.731559 1.304099 2.9 -6.9 14.0 1.065
O 2.136513 -0.744384 2.677274 1.2 2.3 -4.0 -0.819
O 4.280352 -1.500397 1.728523 -3.3 4.2 -3.2 -0.751
C 2.971121 0.827516 0.636475 -11.2 -5.6 8.1 0.230
C 3.972415 0.991951 0.051380 16.4 4.9 -9.4 0.107
C 4.077246 2.174729 -0.703339 -0.2 4.6 -4.0 -0.623
C 2.912546 3.111039 -0.791799 1.3 -2.8 1.2 0.218
C 1.750443 2.630184 -0.129289 0.8 0.7 1.7 -0.905
C 1.845035 1.512239 0.734926 -4.5 2.0 -1.4 -0.299
H 0.957004 1.048214 1.305601 1.6 1.3 -0.8 0.630
H 0.866533 3.210021 0.006130 -0.6 0.5 -0.6 0.627
F 2.930319 4.346395 -1.413151 0.2 -2.4 0.8 -0.273
H 4.924081 2.537909 -1.523547 -1.7 -1.4 2.8 0.194
H 4.914973 0.403841 0.218987 -1.2 0.2 -0.6 0.451
C 2.846086 -2.286242 -0.678232 3.1 -1.9 1.4 -0.689
C 2.180761 -1.399602 -1.771795 6.1 -6.8 -2.4 -0.307
C 0.864816 -1.798623 -1.786470 -9.3 3.3 -2.3 -0.696
H 0.229294 -1.048792 -2.518507 1.7 -1.9 0.7 0.236
H 0.451885 -2.809763 -2.125652 1.2 1.2 1.0 0.255
H 2.715522 -2.003471 -2.766583 -1.2 2.3 2.2 0.259
H 2.417373 -0.406248 -1.806563 0.6 2.5 0.2 0.311
H 4.080986 -2.195746 -0.553325 -3.5 0.3 -0.1 0.325
H 2.816129 -3.510736 -0.843668 -0.7 3.3 0.2 0.315
H 0.545638 -1.938067 1.536049 -2.6 0.9 4.6 0.976
H 0.537651 -3.096321 0.297716 0.3 1.0 0.5 0.301
H 0.115723 -0.191463 -0.399116 0.0 1.3 0.0 0.480
```
Positions in Å, forces in eV/Å.

Values from the calculation:
* charge: 0
* relative energy (zero: lowest compared OMol25 entry of this formula, charge and spin): 418.4 kcal/mol
* orbital gap: 9.054 eV
* largest force on an atom: 0.3797 hartree/bohr


DFT (ωB97M-V/def2-TZVPD) results for C18H23FeN2O4 as an isolated structure at a distorted geometry.

```
48
Properties=species:S:1:pos:R:3:forces:R:3:mulliken_charge:R:1
C 0.736173 -3.316289 1.873994 -0.3 0.4 0.1 -0.746
O 0.427467 -2.775888 0.584288 0.0 0.3 -1.2 -0.366
C -0.269923 -1.601711 0.372468 -0.9 -0.4 -0.2 -0.261
C -1.692434 -1.525074 0.170584 1.0 -0.4 2.1 -0.503
C -2.400523 -0.399413 0.966338 -1.0 0.3 -0.5 -0.384
C -1.588968 0.842761 1.264872 3.0 -4.8 -3.4 -0.386
C -0.302487 0.830393 0.744953 0.6 0.4 -0.6 0.125
C 0.377892 -0.324099 0.144931 0.2 1.1 3.4 -0.495
Fe -0.490139 -1.311051 -1.693161 -0.7 0.2 4.6 0.286
C -1.927388 -1.445794 -2.650894 -3.5 -0.6 -4.2 0.218
O -2.701496 -1.557662 -3.511471 1.3 0.3 2.1 -0.336
C 0.415361 -2.643620 -2.342169 2.4 -4.1 -4.5 0.186
O 0.925339 -3.396662 -3.072355 -1.2 1.9 2.6 -0.315
C 0.206941 -0.056484 -2.662401 1.9 3.4 -4.0 0.230
O 0.607915 0.659254 -3.483986 -0.7 -1.3 1.8 -0.336
H 1.352362 -4.194937 1.661273 -0.2 0.2 0.1 0.267
H 1.306644 -2.594399 2.476625 -0.2 -0.2 -0.1 0.287
H -0.180986 -3.622591 2.397533 0.2 0.1 -0.1 0.294
H -2.285156 -2.453388 0.092496 0.4 0.4 0.2 0.512
H -3.306131 -0.098294 0.402366 0.1 -0.1 0.2 0.177
H -2.775219 -0.865098 1.902735 0.0 0.1 -0.4 0.448
H -2.108451 2.213924 1.354886 -0.6 0.0 0.9 0.037
H 0.270322 1.762061 0.676369 -0.1 -0.2 0.2 0.515
H 1.479996 -0.282500 0.031844 -0.9 0.0 -0.1 0.528
C -3.543416 3.644081 -0.037294 0.1 0.2 -0.4 -1.866
C -4.458397 3.722174 1.170975 -0.4 -0.1 -0.5 1.272
C -4.783101 5.177695 1.493355 0.2 0.3 0.0 -1.747
C -5.764888 2.985780 0.911741 -0.2 -0.2 -0.2 -1.398
N -3.786282 3.091847 2.326584 -0.5 -0.8 1.2 0.466
C -2.723376 2.248348 2.320680 -0.3 4.7 -0.2 0.224
N -2.273974 2.177334 3.571665 -0.8 -0.3 0.8 0.186
C -1.041899 1.570566 4.037668 0.7 -0.3 0.4 -0.779
C -3.198635 2.789976 4.418344 0.8 -0.4 -0.2 -0.903
C -4.147532 3.338465 3.642277 0.0 0.3 -0.7 -0.183
H -3.290539 2.612237 -0.308006 0.0 0.2 0.0 0.464
H -4.069878 4.082346 -0.895214 0.2 -0.1 0.2 0.492
H -2.629383 4.231080 0.121145 -0.1 -0.2 -0.1 0.423
H -5.507015 5.265523 2.312100 0.1 0.0 -0.2 0.452
H -3.881494 5.748478 1.746247 -0.2 -0.1 0.0 0.395
H -5.233719 5.636005 0.602009 0.1 -0.1 0.3 0.429
H -6.432184 3.069476 1.778129 0.1 -0.1 -0.2 0.372
H -6.259790 3.442649 0.045387 0.0 -0.2 0.2 0.428
H -5.580895 1.927585 0.691164 -0.1 0.2 0.1 0.327
H -0.321208 1.490520 3.220281 -0.3 0.1 0.3 0.305
H -0.621810 2.199719 4.829322 -0.2 -0.1 -0.2 0.411
H -1.226655 0.572564 4.452111 0.0 0.2 -0.2 0.302
H -3.065514 2.811441 5.483495 0.0 -0.1 0.1 0.491
H -4.993998 3.953015 3.902269 0.1 -0.2 0.0 0.452
```
Positions in Å, forces in eV/Å.

Values from the calculation:
* charge: +1
* relative energy (zero: lowest compared OMol25 entry of this formula, charge and spin): 49.3 kcal/mol
* orbital gap (alpha / beta): 6.031 / 6.577 eV
* 2S+1: 5
* largest force on an atom: 0.1284 hartree/bohr


DFT (ωB97M-V/def2-TZVPD) results for a 3-piece molecular cluster, C18H23IN2O3 overall at a distorted geometry.

```
47
Properties=species:S:1:pos:R:3:forces:R:3:mulliken_charge:R:1
O 3.756392 0.429396 1.776819 -1.1 -0.1 -0.2 -0.458
C 2.588039 0.467898 1.510019 1.0 0.1 -0.4 0.254
O 2.059993 1.385767 0.603414 0.1 -0.3 0.8 -0.281
C 1.968669 2.651233 1.292212 -0.6 0.4 1.0 -0.091
C 2.908004 3.701562 0.685880 -0.2 0.3 -0.6 -0.850
C 3.126447 4.832882 1.700141 0.2 -0.4 0.7 0.161
O 3.265525 4.655328 2.866509 -0.1 0.0 -0.7 -0.439
I 3.167898 6.916878 1.022167 0.0 -0.4 -0.2 -0.012
C 0.494507 3.079704 1.455915 0.2 -1.6 -0.1 0.915
C -0.453598 2.126753 1.937919 1.1 0.6 -0.3 -0.322
C -1.762968 2.504867 2.072110 -0.2 -0.3 0.1 -0.808
C -2.142753 3.795836 1.746734 -1.5 0.7 0.2 -0.300
C -1.259695 4.735209 1.296532 0.7 -0.2 -0.1 -1.020
C 0.068792 4.339863 1.148216 0.2 1.2 -0.3 0.123
H 1.829560 -0.193558 1.968020 0.1 0.1 -0.3 0.325
H 2.332503 2.471023 2.316427 0.0 0.3 -0.2 0.473
H 3.862303 3.211639 0.445226 -0.1 0.2 0.4 0.390
H 2.545736 4.099434 -0.270832 -0.1 -0.1 0.3 0.390
H -0.157477 1.117827 2.212758 0.1 0.1 -0.2 0.227
H -2.506498 1.796771 2.428238 0.1 0.1 0.0 0.420
H -3.178973 4.113142 1.869793 0.1 -0.3 0.0 0.354
H -1.545847 5.750273 1.040768 -0.1 -0.2 0.1 0.417
H 0.764908 5.099996 0.795010 -0.1 -0.3 0.0 0.073
C -0.685303 0.389017 -1.264573 -0.1 0.0 -0.1 -0.995
C -0.743471 -0.959205 -1.975885 -0.2 0.8 0.2 -0.084
C -2.112818 -1.246459 -2.598035 0.3 -0.1 -0.1 -0.574
C -3.166686 -1.357420 -1.590445 -0.1 0.1 -0.1 0.273
N -3.991143 -1.436840 -0.795483 0.0 0.0 0.1 -0.474
H -1.390381 0.433048 -0.431567 0.0 0.0 0.0 0.324
H 0.310299 0.575566 -0.865798 0.0 0.0 0.0 0.114
H -0.928619 1.197118 -1.959725 0.0 0.1 0.1 0.343
H -0.480704 -1.742851 -1.278755 -0.1 0.0 0.0 0.118
H 0.006983 -0.972909 -2.764436 -0.1 -0.1 0.0 0.377
H -2.062564 -2.183474 -3.157878 -0.1 0.0 0.0 0.323
H -2.371227 -0.464808 -3.315722 -0.1 0.0 0.1 0.333
C -1.245603 -5.427099 0.098891 0.0 0.0 0.0 -1.042
C -0.860329 -5.989015 -1.265232 -0.2 0.0 0.3 -0.401
C 0.593872 -5.693224 -1.646056 -0.2 -0.3 -0.2 -0.478
C 0.846736 -4.261400 -1.792310 0.1 -0.1 0.1 0.326
N 1.037614 -3.133419 -1.892437 0.4 -0.5 -0.1 -0.455
H -1.168759 -4.338296 0.118572 0.0 0.0 0.0 0.239
H -2.275799 -5.689048 0.339312 0.0 0.0 0.0 0.322
H -0.602087 -5.830074 0.883689 0.0 0.0 0.0 0.324
H -1.535189 -5.588467 -2.024795 0.1 0.0 -0.1 0.279
H -1.002543 -7.071497 -1.253589 0.1 0.0 -0.1 0.307
H 0.826353 -6.188921 -2.590717 0.1 0.1 0.0 0.271
H 1.269917 -6.110031 -0.897039 0.0 0.1 0.0 0.289
```
Positions in Å, forces in eV/Å.

Values from the calculation:
* charge: 0
* orbital gap: 9.830 eV
* largest force on an atom: 0.0331 hartree/bohr
* structure (SMILES): O=CO[C@@H](CC(=O)I)c1ccccc1.CCCC#N.CCCC#N


DFT (ωB97M-V/def2-TZVPD) results for C18H23IN2O5Pb as an isolated structure at a distorted geometry.

```
50
Properties=species:S:1:pos:R:3:forces:R:3:mulliken_charge:R:1
C 3.289757 -2.057338 0.271854 -1.0 0.7 -0.8 -0.289
C 2.989517 -0.897000 -0.774279 0.5 -1.4 0.3 0.287
O 1.993610 -1.319627 -1.707694 0.5 1.4 1.0 -0.417
C 1.212954 -0.196398 -2.193532 -0.6 -1.1 -1.3 -0.655
C -0.276113 -0.418578 -1.739085 0.1 0.0 -0.2 -0.240
C -1.000727 0.785895 -1.026775 -1.0 -1.1 -1.8 -0.357
C -0.250884 2.101307 -0.648616 0.1 0.6 2.2 0.125
C 0.992337 2.050513 0.265477 2.8 0.0 0.9 0.279
C 0.990618 1.552168 1.662612 0.1 0.0 -0.3 -0.053
C 2.129808 1.481553 2.519113 -1.2 0.3 -1.8 -0.703
N 3.369066 1.941476 2.076764 -2.2 0.0 -1.1 -0.377
C 3.392690 2.449276 0.802090 0.5 0.9 -2.0 -0.328
C 2.340333 2.540311 -0.165491 -1.7 -0.9 2.5 0.010
C -1.363153 2.726649 0.339563 -1.1 -1.5 0.3 -0.344
O -1.570098 3.871592 0.610523 0.6 -0.2 -0.3 -0.559
N -2.058291 1.619779 0.909928 0.6 1.1 -1.3 -0.323
C -2.009719 0.324738 0.117780 0.3 2.4 1.6 0.852
C -1.490689 -0.697259 1.214338 -0.4 -1.0 -0.5 -0.711
C -2.334802 -2.008912 1.408908 0.0 -1.1 0.3 -0.732
C -1.754216 -3.231250 0.607434 0.8 -0.6 -0.4 0.417
O -0.563947 -3.457831 0.621034 -0.4 0.9 0.1 -0.487
O -2.561602 -4.109291 -0.089834 -0.3 1.7 0.6 -0.486
C -3.486593 0.234592 -0.426025 -0.4 -0.2 -0.4 -0.971
C -3.655762 -0.669237 -1.691813 -0.1 0.3 0.1 -0.261
O -3.420873 -1.828287 -1.760053 0.2 0.4 0.4 -0.349
I -4.372437 0.357548 -3.492916 0.2 -0.1 0.6 0.058
H 3.896444 -2.884007 -0.162987 -0.4 0.7 0.5 0.383
H 3.840576 -1.568147 1.137483 -0.1 -0.5 -0.4 -0.446
H 2.302288 -2.437498 0.657656 1.1 0.2 -0.2 0.165
H 3.932527 -0.702336 -1.355366 -0.7 0.4 0.7 0.329
H 2.633553 -0.016466 -0.181618 0.4 -0.5 -0.6 -0.123
H 1.665247 0.793741 -1.946819 -0.4 -0.8 0.1 0.209
H 1.248500 -0.285518 -3.316220 0.0 0.2 1.1 0.383
H -0.311357 -1.363060 -1.125903 0.2 1.0 -0.4 -0.004
H -0.871093 -0.664438 -2.663186 0.5 0.3 0.9 0.490
H -1.716381 1.147734 -1.824838 0.8 0.0 0.8 0.598
H -0.024949 2.846938 -1.454353 -0.4 -1.0 0.4 0.610
H 0.017300 1.198976 2.082507 1.0 0.4 -0.4 0.299
H 2.044326 1.063531 3.552835 0.0 0.5 -0.9 0.432
H 4.384692 2.852080 0.465002 -0.9 -0.5 0.5 0.385
H 2.512397 2.972716 -1.181514 0.0 -0.4 1.1 0.441
H -2.969475 1.842164 1.314439 0.5 0.2 0.1 0.332
H -0.439693 -1.019728 0.974205 -0.9 0.3 0.3 -0.094
H -1.504506 -0.165908 2.203600 0.0 -0.5 -1.1 0.724
H -2.214657 -2.304533 2.490756 -0.1 0.2 -1.1 0.440
H -3.432112 -1.909663 1.245523 0.9 0.1 0.0 0.282
H -2.259559 -4.098680 -1.016987 0.0 -0.4 0.4 0.366
H -3.806958 1.281846 -0.675697 0.4 -1.1 0.0 0.639
H -4.230791 -0.130157 0.339145 0.9 0.2 -0.6 0.442
Pb 4.772896 0.404026 2.731033 0.5 -0.5 0.1 1.330
```
Positions in Å, forces in eV/Å.

Values from the calculation:
* charge: +2
* orbital gap: 3.626 eV
* largest force on an atom: 0.0606 hartree/bohr


- What is the largest force on an atom in the third record?
  0.0331 hartree/bohr